Entry from the OMol25 dataset: a cluster of 2 separate species, C5H11O2 in total (ωB97M-V/def2-TZVPD).

The total charge is -1.

Geometry (Å):
C 0.7039 0.5911 -0.2466
O 1.5773 0.7268 0.7380
C -0.7360 0.9820 0.2868
C -1.8266 0.4114 -0.7231
C -1.8748 -1.0616 -0.5941
C -2.9796 -1.7300 -0.1584
H 0.6760 -0.5514 -0.5333
H 0.7817 1.2702 -1.0623
H -0.8916 0.6012 1.2810
H -0.7954 2.1189 0.2135
H -1.4712 0.7213 -1.7406
H -2.8090 0.9797 -0.4155
H -0.9106 -1.5177 -0.8504
H -4.0348 -1.3681 0.0281
H -2.8448 -2.6782 0.1937
H 4.1196 0.2103 1.3756
H 2.9738 0.2289 0.4960
O 4.1082 -0.1234 0.4653

Entry from the OMol25 dataset: a cluster of 2 separate species, C5H11O2 in total (ωB97M-V/def2-TZVPD).

The total charge is -1.

Geometry (Å):
C 0.9903 0.9068 -1.9079
C 0.8091 1.6743 -0.6369
H 0.6517 -0.1280 -1.9614
H 0.6135 1.4146 -2.9381
H 2.1237 0.8292 -2.0638
H 1.6409 1.2225 0.0300
H -0.1313 1.4294 -0.1665
H 0.9355 2.7984 -0.7823
C -0.9621 -0.8557 1.6077
C -1.6201 -1.4347 0.2336
C 0.5987 -0.6583 1.5668
O 1.0284 -1.6792 1.0046
O 1.1922 0.3603 2.0280
H -1.4898 0.1526 1.7755
H -1.1899 -1.4606 2.3503
H -2.0209 -2.3944 0.4486
H -0.8990 -1.5528 -0.5684
H -2.2709 -0.6245 -0.0198

Entry from the OMol25 dataset: a cluster of 2 separate species, C5H11O2 in total (ωB97M-V/def2-TZVPD).

The total charge is -1.

Geometry (Å):
C -1.7620 -0.4566 1.1201
C -1.2787 -1.9539 1.2466
H -0.9664 0.1300 0.6628
H -2.6617 -0.2836 0.5347
H -1.9926 -0.1039 2.1249
H -0.2024 -1.8409 1.2344
H -1.6799 -2.5216 0.4126
H -1.5582 -2.3649 2.2147
C 1.7122 0.7813 -1.0912
C 0.4908 0.8672 -1.9586
C 1.5178 1.0166 0.4671
O 0.5210 1.7164 0.7829
O 2.4290 0.5768 1.1919
H 2.4004 -0.0615 -1.2500
H 2.4762 1.5558 -1.2678
H 0.0869 -0.0745 -2.2892
H 0.7171 1.5864 -2.7602
H -0.2494 1.4308 -1.3756

Entry from the OMol25 dataset: a cluster of 2 separate species, C5H11O2 in total (ωB97M-V/def2-TZVPD).

The total charge is -1.

Geometry (Å):
C 1.2934 0.5361 -0.9333
C 2.4468 0.9150 -1.8597
C 1.4768 0.8809 0.5851
O 2.6693 0.9951 0.9714
O 0.4410 0.7613 1.2775
H 0.3783 0.9588 -1.3585
H 1.1494 -0.5359 -0.8447
H 2.8361 0.1281 -2.5022
H 3.2502 1.1440 -1.1371
H 2.2181 1.8283 -2.4046
C -1.6716 -1.2087 0.6041
C -2.8673 -0.7399 1.4051
H -1.2152 -0.3818 0.0810
H -0.9659 -1.5900 1.3438
H -1.9005 -2.0126 -0.1122
H -3.1314 -1.2747 2.3184
H -3.7839 -0.6761 0.8011
H -2.6239 0.2723 1.7649

Values of energy relative to the best compared isomer or geometry (same formula, charge and spin), in order: 76.43 35.50 14.10 10.19, all in kcal per mole.
Values of calculated total energy, in order: -347.52787 -347.59308 -347.62720 -347.63343, all in Ha.
Values of E_LUMO, in order: 3.725 4.127 4.097 4.024, all in eV.